(1)
Here is the ion C10H17N4 with charge +1 from the OMol25 dataset. Energies are from ωB97M-V with the def2-TZVPD basis set.

```
31
Properties=species:S:1:pos:R:3:mulliken_charge:R:1
C 2.499 -0.736 0.306 -0.180
C 3.540 -0.152 -0.420 0.335
C -2.353 -1.121 -0.338 -1.065
C -1.300 1.016 -1.153 -0.574
C -2.680 -0.485 1.034 -0.737
C -2.071 1.613 0.039 -0.944
C -0.681 0.618 1.674 -0.398
C -1.077 -0.505 -0.943 0.152
C 0.085 -0.801 -0.020 -0.976
C 4.978 -0.119 -0.086 -1.185
N 3.035 0.406 -1.512 -0.960
N 1.737 0.200 -1.470 0.313
N 1.361 -0.501 -0.382 0.465
N -1.899 0.725 1.171 0.104
H 2.509 -1.267 1.235 0.431
H -2.229 -2.197 -0.224 0.460
H -3.177 -0.961 -1.032 0.389
H -1.866 1.175 -2.071 0.525
H -0.347 1.536 -1.261 0.397
H -3.740 -0.231 1.097 0.317
H -2.442 -1.161 1.855 0.324
H -1.703 2.607 0.296 0.397
H -3.137 1.686 -0.178 0.278
H -0.504 -0.073 2.480 0.376
H -0.022 1.467 1.599 0.296
H -0.913 -0.971 -1.927 0.681
H 0.017 -1.705 0.566 0.531
H 5.567 -0.402 -0.954 0.350
H 5.273 0.890 0.195 0.296
H 5.183 -0.795 0.738 0.325
H 1.146 0.398 -2.262 0.277
```

The LUMO energy (alpha / beta) is -3.7 / -3.7 eV. Its HOMO energy (alpha / beta) is -10.89 / -10.89 eV. Its energy relative to the best compared isomer or geometry (same formula, charge and spin) is 27.69 kcal per mole. The value obtained for the frontier orbital gap (alpha / beta) is 7.21 / 7.21 eV. Its total charge is +1.

(2)
Here is a cluster of 12 separate species, C17H43Cl2N9O24 in total from the OMol25 dataset. Energies are from ωB97M-V with the def2-TZVPD basis set.

```
95
Properties=species:S:1:pos:R:3:mulliken_charge:R:1
Cl -3.379 0.741 -3.594 -0.118
C -3.306 2.399 -4.288 -0.453
C -4.644 3.116 -4.637 -0.451
Cl -4.547 4.901 -4.895 -0.220
H -2.647 2.376 -5.155 0.395
H -2.781 3.039 -3.578 0.251
H -5.320 3.025 -3.787 0.288
H -5.114 2.735 -5.544 0.340
C 1.065 1.994 -5.713 -0.527
N 0.542 3.314 -5.209 0.907
O -0.221 3.303 -4.304 -0.487
O 1.028 4.294 -5.715 -0.562
H 2.023 1.841 -5.214 0.069
H 1.282 1.916 -6.778 0.319
H 0.374 1.173 -5.519 0.263
C 6.539 -3.638 1.964 -0.832
N 5.563 -2.969 1.110 1.009
O 4.845 -3.743 0.439 -0.522
O 5.450 -1.765 1.133 -0.556
H 7.410 -2.984 1.929 0.276
H 6.729 -4.685 1.725 0.309
H 6.063 -3.631 2.945 0.292
C -4.561 0.530 -0.644 -0.277
N -4.725 0.841 0.774 0.819
O -4.291 1.909 1.270 -0.727
O -5.223 -0.093 1.405 -0.852
H -3.806 -0.245 -0.781 -0.520
H -4.323 1.434 -1.204 0.240
H -5.474 0.028 -0.963 0.338
C 1.017 -3.196 4.672 -0.581
N 2.487 -3.270 4.619 0.947
O 3.097 -3.404 3.568 -0.525
O 3.035 -3.243 5.705 -0.573
H 0.686 -2.190 4.412 0.041
H 0.755 -3.607 5.647 0.372
H 0.621 -3.858 3.902 0.313
C -3.320 -2.266 3.889 -0.619
N -3.251 -2.969 2.576 0.801
O -2.842 -2.290 1.665 -0.255
O -3.628 -4.146 2.516 -0.604
H -2.294 -2.092 4.214 0.053
H -3.862 -2.898 4.593 0.347
H -3.738 -1.264 3.793 0.287
C -3.873 5.018 2.122 -0.863
N -2.764 4.718 1.258 0.926
O -1.929 3.965 1.743 -0.459
O -2.704 5.212 0.116 -0.591
H -4.064 4.235 2.855 0.257
H -4.761 5.202 1.517 0.318
H -3.583 5.955 2.599 0.352
C 3.069 3.410 0.553 -0.643
N 3.494 2.427 1.687 0.830
O 3.459 2.826 2.853 -0.543
O 3.976 1.353 1.321 -0.460
H 4.010 3.772 0.138 0.272
H 2.487 4.176 1.066 0.320
H 2.376 2.908 -0.122 0.207
C 3.501 -0.157 -2.301 -0.469
N 3.926 0.732 -3.457 1.019
O 4.673 0.252 -4.253 -0.619
O 3.520 1.832 -3.394 -0.603
H 3.716 0.436 -1.412 0.160
H 4.259 -0.935 -2.226 0.229
H 2.436 -0.371 -2.391 0.279
C -1.172 1.265 3.013 -0.473
N -0.626 0.438 4.187 1.074
O 0.582 0.307 4.431 -0.600
O -1.443 0.068 5.052 -0.571
H -1.656 2.153 3.420 0.386
H -1.852 0.626 2.449 0.206
H -0.548 1.602 2.185 -0.030
C -2.049 -2.998 -1.432 -0.222
O -0.760 -2.583 -1.846 -0.080
C 0.149 -3.510 -1.804 0.674
O -0.035 -4.719 -1.588 -0.647
O 1.360 -2.983 -1.998 -0.114
C 2.502 -3.735 -1.754 -0.796
H -2.624 -2.087 -1.265 -0.358
H -2.025 -3.617 -0.535 0.351
H -2.479 -3.503 -2.297 0.388
H 2.778 -4.195 -2.702 0.433
H 2.393 -4.464 -0.951 0.360
H 3.302 -3.043 -1.491 0.061
C -0.943 1.195 -0.963 0.241
O 0.303 0.585 -0.754 -0.102
C 0.345 -0.311 0.160 -0.002
O -0.523 -0.709 0.883 -0.343
O 1.623 -0.618 0.168 0.592
C 2.061 -1.534 1.173 -0.361
H -1.204 1.861 -0.141 0.004
H -1.639 0.373 -1.135 0.057
H -0.978 1.822 -1.854 -0.169
H 1.873 -1.151 2.176 0.225
H 3.150 -1.496 1.132 -0.444
H 1.595 -2.470 0.863 0.328
```

The LUMO energy (alpha / beta) is 1.5 / 1.5 eV. Its HOMO energy (alpha / beta) is -1.23 / -4.87 eV. As for the multiplicity: 2. The value obtained for the frontier orbital gap (alpha / beta) is 2.77 / 6.41 eV. Its total charge is -1.

(3)
Here is a structure of composition C10H16CaO4Si from the OMol25 dataset. Energies are from ωB97M-V with the def2-TZVPD basis set.

```
32
Properties=species:S:1:pos:R:3:mulliken_charge:R:1
C 2.109 -1.671 0.587 -0.938
C 2.913 -0.331 0.275 0.621
C 2.539 0.761 -0.562 0.340
C 1.201 0.990 -1.405 -0.718
C -0.017 1.050 -0.340 0.217
O -1.317 0.950 -0.969 -0.513
Si -2.444 0.003 0.010 0.669
C -2.184 0.295 1.916 -0.998
C -2.187 -1.897 -0.280 -0.830
C -4.291 0.510 -0.309 -1.012
C 3.823 1.703 -0.430 0.269
O 4.054 2.614 -1.262 -0.503
O 4.536 1.336 0.749 -0.205
C 4.345 -0.076 0.937 0.168
O 5.121 -0.844 1.520 -0.427
H 2.784 -2.587 0.776 0.397
H 1.409 -1.514 1.496 0.286
H 1.394 -1.900 -0.296 0.146
H 1.281 2.039 -1.884 0.647
H 1.033 0.218 -2.245 -0.271
H 0.111 0.139 0.339 -0.162
H 0.055 2.034 0.262 0.324
H -1.068 0.330 2.191 0.313
H -2.608 -0.648 2.419 0.342
H -2.770 1.215 2.253 0.302
H -1.087 -2.210 -0.295 0.163
H -2.657 -2.413 0.639 0.287
H -2.769 -2.288 -1.194 0.297
H -4.265 1.640 -0.500 0.278
H -4.827 0.347 0.703 0.305
H -4.782 -0.096 -1.142 0.336
Ca 0.564 0.301 -3.958 1.870
```

The LUMO energy is -10.4 eV. Its HOMO energy is -15.86 eV. The value obtained for the frontier orbital gap is 5.45 eV. Its total charge is +2.

For the records above, the corresponding largest force on an atom values read 2.88, 4.25, 5.65 eV Å⁻¹.
For the records above, the corresponding DFT total energy values read -16597.0339, -105896.2925, -45116.0309 eV.